DFT (ωB97M-V/def2-TZVPD) results for a cluster of 2 separate species, C12H20O4S in total at a distorted geometry.

Geometry as XYZ:
```
37
Properties=species:S:1:pos:R:3:forces:R:3:lowdin_charge:R:1
C -0.821 1.282 3.647 -6.9 1.2 -6.1 0.0478
C -1.859 1.550 2.732 7.1 -2.5 5.0 -0.0874
C -2.880 1.541 1.424 -0.2 -0.3 1.6 -0.1317
C -2.502 0.420 0.289 -2.7 2.3 -1.4 -0.2660
O -2.973 -0.914 0.747 3.3 1.2 -2.3 -0.1687
C -1.967 -1.869 0.179 -0.8 -2.2 1.6 -0.2432
C -1.246 -2.393 1.592 -0.7 0.6 0.5 -0.0958
C -2.007 -2.253 2.867 1.8 -0.4 -1.5 -0.0162
C -0.981 -1.101 -0.929 -0.5 -1.1 0.4 -0.0802
C -1.093 0.520 -0.543 1.6 -2.6 0.3 -0.2030
C 0.322 0.768 0.245 -1.0 -1.7 0.4 -0.2443
S 0.742 2.567 0.567 7.3 1.9 -0.5 0.7814
O 1.223 3.276 -0.743 -2.7 -2.6 3.8 -0.4539
O 1.931 2.559 1.604 -4.7 -0.3 -2.9 -0.4638
H -0.009 0.910 4.435 -2.4 1.3 -2.2 0.0826
H -3.943 1.223 1.862 2.4 0.6 -0.9 0.1330
H -3.048 2.627 0.979 0.8 -2.3 0.9 0.1257
H -3.316 0.656 -0.552 1.7 -0.1 1.6 0.1636
H -2.573 -2.791 -0.219 1.0 2.0 0.1 0.1465
H -0.153 -2.803 1.477 -1.5 2.2 0.7 0.1001
H -1.712 -1.366 3.595 0.3 -3.0 -0.7 0.0549
H -2.855 -3.019 3.151 0.6 2.7 -1.3 0.0781
H 0.103 -1.567 -0.814 -2.2 1.2 -0.3 0.1132
H -1.354 -1.340 -2.024 0.7 0.6 2.3 0.1342
H -1.018 1.169 -1.513 -0.9 -1.2 1.9 0.1590
H 0.308 0.117 1.244 0.1 1.9 -1.9 0.1210
H 1.210 0.326 -0.411 -1.8 1.6 1.2 0.1119
H -0.319 3.329 1.108 0.6 -1.2 -0.5 0.0827
C 4.416 -0.560 -3.323 0.1 0.0 -0.2 -0.0928
C 3.183 0.123 -2.767 0.4 0.0 0.1 -0.3229
O 2.219 -0.848 -2.388 -0.4 -0.4 0.5 -0.1120
H 4.156 -1.176 -4.190 0.0 0.2 0.1 0.0777
H 5.167 0.175 -3.624 0.0 -0.1 0.0 0.0770
H 4.857 -1.229 -2.577 0.0 0.1 0.0 0.0735
H 2.733 0.774 -3.523 -0.1 -0.2 0.2 0.1192
H 3.433 0.731 -1.892 0.1 0.2 -0.1 0.1105
H 2.626 -1.416 -1.711 -0.1 0.2 -0.4 0.0882
```
Positions in Å, forces in eV/Å.

Values from the calculation:
calculated total energy: -31779.074 eV
LUMO level: -0.6 eV
SMILES: C#CC[C@@H]1O[C@H](C=C)C[C@@H]1C[SH](=O)=O.CCO
HOMO-LUMO gap: 0.2604 Eh
HOMO energy: -7.7 eV
charge: 0


DFT (ωB97M-V/def2-TZVPD) results for a structure of composition C12H21AsN2O6PtS.

Geometry as XYZ:
```
44
Properties=species:S:1:pos:R:3:forces:R:3:lowdin_charge:R:1
Pt -0.454 0.132 -0.562 -0.1 -0.1 -0.2 1.5622
O -0.852 2.719 3.100 0.0 0.0 0.0 -0.1830
As -1.028 1.206 2.295 0.1 0.0 0.0 0.9400
O -2.523 0.696 1.974 -0.1 0.0 -0.1 -0.4040
O -0.175 1.522 0.774 0.0 0.0 0.2 -0.5343
C 0.273 0.130 3.232 0.0 0.0 0.0 -0.2170
C 0.624 0.537 4.504 0.0 0.0 0.0 -0.0394
C 1.583 -0.165 5.239 0.0 0.0 0.0 0.0076
C 2.206 -1.279 4.709 0.0 0.0 0.0 -0.0048
C 1.874 -1.713 3.432 0.0 0.0 0.0 -0.0119
C 0.919 -1.010 2.707 0.0 0.0 0.0 -0.2839
S 0.525 -1.687 1.160 0.0 0.1 0.1 0.6874
O 1.160 -0.817 -0.035 0.0 0.1 0.0 -0.3493
O 0.935 -3.030 1.040 0.0 0.0 0.0 -0.1616
O -0.904 -1.322 0.845 0.1 0.0 0.0 -0.3949
H -1.700 3.179 3.194 0.0 0.0 0.0 0.0910
H 0.157 1.412 4.936 0.0 0.0 0.0 0.1190
H 1.833 0.171 6.236 0.0 0.0 0.0 0.1339
H 2.944 -1.821 5.282 0.0 0.0 0.0 0.1336
H 2.336 -2.596 3.013 0.0 0.0 0.0 0.1314
C 0.056 -2.324 -2.290 0.0 0.0 0.0 -0.0237
N -0.878 -1.171 -2.153 0.0 0.0 0.0 -0.3801
C -2.265 -1.688 -1.965 0.0 0.0 0.0 -0.0253
C -0.819 -0.306 -3.376 0.0 0.0 0.0 -0.1389
C 0.313 0.683 -3.232 0.0 0.0 0.0 -0.1262
N 0.138 1.463 -1.964 0.0 -0.1 0.1 -0.3855
C 1.398 2.183 -1.625 0.0 0.0 0.0 -0.0115
C -1.019 2.404 -2.017 0.0 0.0 0.0 -0.0154
H -0.239 -2.905 -3.163 0.0 0.0 0.0 0.1222
H -0.010 -2.954 -1.407 0.0 0.0 0.0 0.0895
H 1.079 -1.977 -2.406 0.0 0.0 0.0 0.1013
H -2.576 -2.221 -2.865 0.0 0.0 0.0 0.1231
H -2.951 -0.857 -1.790 0.0 0.0 0.0 0.1054
H -2.286 -2.361 -1.112 0.0 0.0 0.0 0.1022
H -1.777 0.204 -3.478 0.0 0.0 0.0 0.1297
H -0.684 -0.928 -4.261 0.0 0.0 0.0 0.1541
H 0.353 1.375 -4.075 0.0 0.0 0.0 0.1558
H 1.276 0.178 -3.161 0.0 0.0 0.0 0.1348
H 1.627 2.872 -2.440 0.0 0.0 0.0 0.1257
H 2.201 1.457 -1.519 0.0 0.0 0.0 0.1082
H 1.260 2.724 -0.695 0.0 0.0 0.0 0.0946
H -1.027 2.928 -2.973 0.0 0.0 0.0 0.1292
H -0.936 3.105 -1.192 0.0 0.0 0.0 0.1058
H -1.968 1.859 -1.920 0.0 0.0 0.0 0.1032
```
Positions in Å, forces in eV/Å.

Values from the calculation:
calculated total energy: -102951.272 eV
LUMO level: -10.1 eV
energy above the lowest of the compared OMol25 structures with the same formula, charge and spin: 0.0 kJ/mol
HOMO-LUMO gap: 0.2229 Eh
HOMO energy: -16.2 eV
charge: +2


DFT (ωB97M-V/def2-TZVPD) results for a structure of composition C12H21Br2CuN3 at a distorted geometry.

Geometry as XYZ:
```
39
Properties=species:S:1:pos:R:3:forces:R:3:lowdin_spin:R:1
Cu 14.473 21.551 -0.186 -0.3 -0.9 0.4 0.2406
Br 15.599 18.863 -0.178 -0.7 1.3 0.0 0.3623
Br 11.812 20.937 0.691 1.5 0.2 -0.4 0.3934
C 16.678 23.135 6.349 0.2 0.1 -0.5 0.0000
C 16.612 22.659 4.880 0.7 -0.1 0.6 0.0000
C 15.970 23.698 3.984 -1.4 -0.3 0.3 -0.0001
C 15.754 23.135 2.639 -0.2 -2.5 -5.8 -0.0007
N 15.607 22.566 1.579 0.4 3.1 5.6 -0.0045
H 15.686 23.358 6.742 0.0 -0.3 0.1 0.0000
H 17.246 24.061 6.439 0.0 0.2 -0.3 0.0000
H 17.229 22.440 6.982 -0.4 -0.2 0.0 0.0000
H 16.033 21.745 4.749 0.1 -0.1 0.3 0.0000
H 17.615 22.441 4.515 0.1 0.0 0.0 0.0000
H 16.349 24.713 4.111 0.5 -0.2 -0.8 0.0000
H 14.957 23.800 4.373 -0.4 0.1 0.0 0.0000
C 19.715 19.302 -1.058 0.4 0.7 0.9 0.0011
C 20.195 20.439 -1.964 0.1 -1.7 -0.7 0.0001
C 19.740 21.866 -1.614 -0.4 -1.2 0.2 0.0000
C 18.267 21.950 -1.410 -0.5 0.3 -0.3 0.0000
N 17.124 22.076 -1.293 0.9 -0.2 0.0 0.0031
H 20.150 19.429 -0.067 -0.4 0.4 0.4 0.0000
H 20.132 18.316 -1.267 -0.4 0.0 -0.9 0.0000
H 18.626 19.319 -1.010 0.0 -0.4 0.2 0.0029
H 19.871 20.139 -2.961 -0.3 0.5 -0.3 0.0000
H 21.276 20.328 -2.049 0.2 0.7 0.2 0.0000
H 20.036 22.511 -2.441 -0.1 0.3 0.4 0.0000
H 20.190 22.136 -0.658 0.2 0.4 -0.2 0.0000
C 15.828 26.294 -0.321 0.0 -0.5 1.6 0.0000
C 14.545 26.879 -0.844 -0.9 -0.5 -0.4 0.0001
C 13.937 26.015 -1.972 -0.5 1.0 -0.9 0.0001
C 13.710 24.599 -1.742 0.7 -1.0 0.7 0.0008
N 13.564 23.463 -1.612 0.4 0.3 0.4 0.0009
H 16.427 25.615 -0.927 -0.3 0.3 -0.6 0.0000
H 15.456 25.683 0.501 0.7 -0.3 0.4 0.0000
H 16.489 27.059 0.088 0.0 -0.1 0.0 0.0000
H 14.663 27.952 -0.997 -0.2 -0.2 -1.2 0.0000
H 13.721 26.871 -0.131 0.4 -0.1 0.8 0.0000
H 14.503 26.087 -2.901 0.0 0.0 -0.1 0.0000
H 12.917 26.343 -2.176 0.0 0.5 -0.3 0.0000
```
Positions in Å, forces in eV/Å.

Values from the calculation:
spin multiplicity: 2
calculated total energy: -201977.567 eV
LUMO level (spin up / spin down): 0.3 / -2.9 eV
<S²>: 0.770
HOMO-LUMO gap (spin up / spin down): 0.3327 / 0.1930 Eh
HOMO energy (spin up / spin down): -8.8 / -8.2 eV
charge: 0


Question: What is the formula in the third record?
Answer: C12H21Br2CuN3


Copy entry 1 word for word.
DFT (ωB97M-V/def2-TZVPD) results for a cluster of 2 separate species, C12H20O4S in total at a distorted geometry.

Geometry as XYZ:
```
37
Properties=species:S:1:pos:R:3:forces:R:3:lowdin_charge:R:1
C -0.821 1.282 3.647 -6.9 1.2 -6.1 0.0478
C -1.859 1.550 2.732 7.1 -2.5 5.0 -0.0874
C -2.880 1.541 1.424 -0.2 -0.3 1.6 -0.1317
C -2.502 0.420 0.289 -2.7 2.3 -1.4 -0.2660
O -2.973 -0.914 0.747 3.3 1.2 -2.3 -0.1687
C -1.967 -1.869 0.179 -0.8 -2.2 1.6 -0.2432
C -1.246 -2.393 1.592 -0.7 0.6 0.5 -0.0958
C -2.007 -2.253 2.867 1.8 -0.4 -1.5 -0.0162
C -0.981 -1.101 -0.929 -0.5 -1.1 0.4 -0.0802
C -1.093 0.520 -0.543 1.6 -2.6 0.3 -0.2030
C 0.322 0.768 0.245 -1.0 -1.7 0.4 -0.2443
S 0.742 2.567 0.567 7.3 1.9 -0.5 0.7814
O 1.223 3.276 -0.743 -2.7 -2.6 3.8 -0.4539
O 1.931 2.559 1.604 -4.7 -0.3 -2.9 -0.4638
H -0.009 0.910 4.435 -2.4 1.3 -2.2 0.0826
H -3.943 1.223 1.862 2.4 0.6 -0.9 0.1330
H -3.048 2.627 0.979 0.8 -2.3 0.9 0.1257
H -3.316 0.656 -0.552 1.7 -0.1 1.6 0.1636
H -2.573 -2.791 -0.219 1.0 2.0 0.1 0.1465
H -0.153 -2.803 1.477 -1.5 2.2 0.7 0.1001
H -1.712 -1.366 3.595 0.3 -3.0 -0.7 0.0549
H -2.855 -3.019 3.151 0.6 2.7 -1.3 0.0781
H 0.103 -1.567 -0.814 -2.2 1.2 -0.3 0.1132
H -1.354 -1.340 -2.024 0.7 0.6 2.3 0.1342
H -1.018 1.169 -1.513 -0.9 -1.2 1.9 0.1590
H 0.308 0.117 1.244 0.1 1.9 -1.9 0.1210
H 1.210 0.326 -0.411 -1.8 1.6 1.2 0.1119
H -0.319 3.329 1.108 0.6 -1.2 -0.5 0.0827
C 4.416 -0.560 -3.323 0.1 0.0 -0.2 -0.0928
C 3.183 0.123 -2.767 0.4 0.0 0.1 -0.3229
O 2.219 -0.848 -2.388 -0.4 -0.4 0.5 -0.1120
H 4.156 -1.176 -4.190 0.0 0.2 0.1 0.0777
H 5.167 0.175 -3.624 0.0 -0.1 0.0 0.0770
H 4.857 -1.229 -2.577 0.0 0.1 0.0 0.0735
H 2.733 0.774 -3.523 -0.1 -0.2 0.2 0.1192
H 3.433 0.731 -1.892 0.1 0.2 -0.1 0.1105
H 2.626 -1.416 -1.711 -0.1 0.2 -0.4 0.0882
```
Positions in Å, forces in eV/Å.

Values from the calculation:
calculated total energy: -31779.074 eV
LUMO level: -0.6 eV
SMILES: C#CC[C@@H]1O[C@H](C=C)C[C@@H]1C[SH](=O)=O.CCO
HOMO-LUMO gap: 0.2604 Eh
HOMO energy: -7.7 eV
charge: 0